[1]
DFT (ωB97M-V/def2-TZVPD) results for C44H35FN2O6PSTa as an isolated structure at a distorted geometry.

Geometry (Å):
Ta -0.43 0.16 1.67
S -0.50 -2.43 2.68
P -1.71 -1.50 -0.12
F 5.88 -0.97 -0.56
O 0.05 -2.94 3.88
O -1.40 -1.19 2.87
O -1.76 2.24 -1.55
O 0.49 -1.85 1.68
O 1.32 0.49 0.61
O -1.02 1.39 0.38
N 1.27 0.12 3.21
N 2.04 1.98 -3.16
C 3.32 1.78 -5.25
C -1.24 1.53 3.11
C 0.55 1.79 4.89
C 1.06 2.90 -5.28
C 0.86 2.14 -2.59
C 2.33 2.64 -4.50
C 3.74 -0.05 -0.55
C -2.95 -5.36 0.43
C 0.15 -1.18 -3.75
C 1.30 -2.87 -2.49
C -5.11 -0.93 -2.30
C -4.15 -0.35 0.24
C 2.24 2.81 6.30
C 1.56 1.09 4.27
C 0.92 2.68 5.90
C -2.55 1.86 2.72
C 2.77 0.71 -1.22
C -3.51 2.24 3.65
C 4.94 -0.24 -1.16
C -0.86 1.81 -0.91
C 0.40 -2.71 -1.44
C -2.44 -5.72 1.67
C -5.91 -0.26 -1.39
C -3.83 -1.32 -1.94
C -1.68 -4.82 2.39
C -3.34 -1.01 -0.67
C 3.24 2.07 5.67
C 5.23 0.29 -2.42
C 3.04 1.24 -2.49
C -0.87 1.73 4.46
C -1.96 -3.17 0.58
C 4.60 1.62 -4.46
C -2.72 -4.10 -0.11
C -1.45 -3.57 1.83
C 4.30 1.04 -3.10
C -0.63 -1.77 -1.54
C -1.86 2.03 5.38
C 2.89 1.21 4.65
C 0.54 1.63 -1.34
C 1.17 -2.11 -3.64
C -5.44 0.03 -0.11
C -0.75 -0.99 -2.70
C 1.49 0.94 -0.61
C -3.18 2.26 4.99
H -3.54 -6.08 -0.13
H 2.49 3.51 7.08
H 5.07 2.60 -4.33
H 2.86 0.80 -5.46
H 4.27 2.17 5.97
H 0.02 -0.60 -4.66
H -6.07 0.54 0.60
H -2.64 -6.70 2.08
H -3.22 -1.86 -2.66
H 2.09 -3.60 -2.41
H 0.17 3.30 6.36
H 0.51 -3.32 -0.56
H 0.45 2.00 -5.36
H 1.21 -0.79 3.66
H 1.35 3.19 -6.29
H 0.46 3.71 -4.88
H -1.60 2.11 6.43
H 2.09 0.06 2.61
H 3.65 0.62 4.15
H 3.52 2.25 -6.21
H -2.83 1.85 1.67
H -5.49 -1.17 -3.29
H -3.80 -0.13 1.25
H -1.54 -0.26 -2.79
H -4.50 2.52 3.32
H -1.26 -5.07 3.36
H 5.32 0.99 -4.98
H 1.86 -2.25 -4.47
H 6.20 0.10 -2.86
H 2.81 3.59 -4.25
H -6.91 0.04 -1.67
H 3.54 -0.47 0.42
H -3.14 -3.84 -1.07
H -3.92 2.51 5.74
H 0.11 2.69 -3.14

* E: -3154.8007 Ha
* charge: +2
* spin multiplicity: 1
* ΔE to the lowest compared entry with this formula, charge and spin: 0.0 kJ/mol
* Kohn-Sham gap: 7.082 eV

[2]
DFT (ωB97M-V/def2-TZVPD) results for C44H36BrLaN4O4P as an isolated structure at a distorted geometry.

Geometry (Å):
La 0.25 0.52 -0.17
Br 2.88 -1.24 4.09
P 3.27 -0.12 -0.63
O 0.23 -0.48 -2.64
O 1.30 1.37 -2.09
O 1.36 -0.08 1.85
O 1.20 2.06 1.29
N -1.19 2.71 -0.81
N -1.30 -1.72 -0.70
N -2.50 0.50 0.33
N -1.36 0.77 2.87
C 2.46 1.53 3.26
C 3.39 3.39 4.52
C -2.90 -2.02 -2.43
C 2.52 -0.27 -3.31
C 4.78 -0.96 -2.94
C 1.24 0.24 -2.72
C 2.61 -0.59 -4.65
C -0.73 -2.88 -1.05
C -3.08 4.11 -0.55
C 5.50 -1.56 0.45
C -2.23 -1.31 3.64
C 3.81 -1.07 -5.15
C -1.21 4.87 -1.84
C -2.30 -3.21 -2.79
C -1.54 -1.18 4.83
C -0.77 -0.04 5.04
C 4.42 2.37 -1.27
C 3.58 -0.46 -2.42
C -2.13 -0.30 2.69
C -2.37 -1.30 -1.38
C -0.61 3.66 -1.57
C -2.40 2.93 -0.30
C 3.34 -2.56 0.66
C 5.77 2.62 1.15
C 3.01 0.65 4.18
C -1.20 -3.67 -2.08
C -3.01 1.87 0.59
C -2.95 -0.39 1.42
C 3.74 1.13 5.26
C -0.71 0.90 4.04
C 4.12 -1.49 0.23
C 3.93 2.49 5.43
C 3.91 -3.68 1.26
C 6.07 -2.66 1.06
C 5.85 3.63 0.21
C 4.89 -1.25 -4.29
C 5.28 -3.73 1.46
C 2.67 2.90 3.45
C -3.01 0.01 -0.95
C 5.17 3.50 -1.00
C 1.65 1.13 2.07
C 4.33 1.34 -0.33
C -2.47 5.09 -1.31
C 5.01 1.48 0.88
H -3.99 -0.16 1.66
H 6.30 2.70 2.09
H 5.24 4.29 -1.74
H -2.84 0.77 -1.72
H 5.83 -1.62 -4.68
H 0.14 -3.19 -0.48
H 2.26 -2.52 0.55
H 6.45 4.51 0.41
H 3.28 -4.50 1.58
H -2.85 -2.19 3.45
H -4.10 1.88 0.49
H 7.14 -2.69 1.22
H -2.98 6.03 -1.51
H -0.22 0.12 5.96
H 3.54 4.45 4.64
H 4.16 0.42 5.96
H 3.90 2.29 -2.22
H -2.69 -3.79 -3.62
H -1.59 -1.95 5.59
H 1.76 -0.46 -5.31
H 5.62 -1.14 -2.28
H -2.93 -1.41 1.06
H -2.76 2.11 1.62
H -0.70 -4.60 -2.32
H -4.07 4.26 -0.13
H 4.51 2.84 6.28
H 4.97 0.70 1.63
H 0.37 3.42 -1.96
H -4.10 -0.15 -0.90
H 5.73 -4.59 1.94
H 3.90 -1.30 -6.20
H -0.12 1.80 4.16
H 6.14 -0.73 0.14
H -0.70 5.60 -2.45
H 2.25 3.58 2.72
H -3.77 -1.64 -2.96

* E: -5165.3168 Ha
* charge: +1
* spin multiplicity: 1
* ΔE to the lowest compared entry with this formula, charge and spin: 68.1 kJ/mol
* Kohn-Sham gap: 8.692 eV

[3]
DFT (ωB97M-V/def2-TZVPD) results for a 3-piece molecular cluster, C44H36BrN2O6P overall at a distorted geometry.

Geometry (Å):
Br 2.28 -7.65 -3.14
P 0.96 -6.15 -5.73
O 4.84 4.10 4.41
O -8.60 3.23 3.83
O 1.92 0.63 1.57
O -3.40 3.99 2.80
O 0.41 -5.36 -6.84
O 0.01 -1.72 -6.65
N -0.69 -5.85 -2.13
N 4.21 -4.77 -5.26
C 2.26 -1.38 -1.26
C 2.03 2.75 2.59
C -5.11 3.63 0.61
C 1.74 -5.74 -3.00
C 0.75 -3.22 -0.54
C -7.43 3.43 3.60
C 3.16 -4.93 -4.85
C 4.17 3.31 3.79
C 2.87 -3.63 -1.91
C 4.29 -1.73 -2.45
C -4.21 4.13 5.46
C 0.64 -1.47 -5.41
C 3.40 -0.86 -1.85
C 0.37 -5.80 -2.54
C -5.56 3.62 1.92
C 1.98 -2.75 -1.27
C -6.00 3.41 -0.43
C 2.57 1.41 2.24
C 0.23 4.34 2.50
C 2.25 4.89 3.68
C -6.92 3.78 6.00
C 0.98 5.23 3.26
C 5.96 1.60 3.89
C 0.76 3.10 2.16
C 1.67 -2.59 -5.15
C 4.42 -0.23 2.47
C 2.79 3.65 3.34
C 1.79 -5.07 -4.41
C 4.03 -3.09 -2.47
C -6.91 3.40 2.20
C -4.68 4.20 6.77
C 5.68 -0.58 2.91
C 6.46 0.33 3.62
C -6.46 3.71 4.69
C 2.73 -5.14 -1.97
C -7.35 3.18 -0.15
C -5.10 3.89 4.42
C -6.03 4.03 7.03
C 3.92 1.04 2.74
C 4.69 1.95 3.46
C 0.99 -3.75 -4.45
C -1.40 -1.70 -6.60
C -7.80 3.17 1.15
C -4.59 3.84 3.03
H 1.12 -0.50 -5.42
H 2.45 -2.18 -4.50
H -4.07 3.81 0.40
H 0.01 -3.92 -4.90
H -1.76 -2.04 -7.57
H 0.18 2.41 1.57
H -0.03 -6.89 -5.06
H 0.39 -2.42 0.11
H 7.45 0.06 3.95
H -8.04 3.00 -0.96
H -3.99 4.38 7.58
H 1.92 -7.07 -6.18
H -0.10 -1.51 -4.61
H 1.58 -0.71 -0.75
H -3.16 4.26 5.25
H -7.97 3.65 6.20
H -5.65 3.42 -1.45
H 0.80 -3.43 -3.43
H 2.84 5.58 4.27
H 6.07 -1.57 2.70
H 2.47 -5.54 -0.99
H -1.78 -0.70 -6.40
H -8.85 3.00 1.37
H 4.76 -3.74 -2.95
H -0.76 4.61 2.17
H 5.20 -1.33 -2.89
H 3.70 -5.53 -2.24
H 6.56 2.31 4.44
H 3.82 -0.93 1.91
H -0.06 -3.42 -1.23
H -6.40 4.09 8.05
H 3.60 0.20 -1.81
H -1.78 -2.39 -5.84
H 0.57 6.19 3.53
H 0.94 -4.09 0.08
H 2.07 -2.87 -6.12

* E: -5174.6265 Ha
* spin multiplicity: 1
* ΔE to the lowest compared entry with this formula, charge and spin: 18.1 kJ/mol
* Kohn-Sham gap: 8.250 eV
* SMILES string: COCCC[C@](C#N)([PH2]=O)[C@](Br)(C#N)Cc1ccccc1C.O=C1c2ccccc2C(=O)c2ccccc21.O=C1c2ccccc2C(=O)c2ccccc21

- Among the records above, which one has the highest Kohn-Sham gap?
  C44H36BrLaN4O4P

Please write out number 3 again, unchanged.
DFT (ωB97M-V/def2-TZVPD) results for a 3-piece molecular cluster, C44H36BrN2O6P overall at a distorted geometry.

Geometry (Å):
Br 2.28 -7.65 -3.14
P 0.96 -6.15 -5.73
O 4.84 4.10 4.41
O -8.60 3.23 3.83
O 1.92 0.63 1.57
O -3.40 3.99 2.80
O 0.41 -5.36 -6.84
O 0.01 -1.72 -6.65
N -0.69 -5.85 -2.13
N 4.21 -4.77 -5.26
C 2.26 -1.38 -1.26
C 2.03 2.75 2.59
C -5.11 3.63 0.61
C 1.74 -5.74 -3.00
C 0.75 -3.22 -0.54
C -7.43 3.43 3.60
C 3.16 -4.93 -4.85
C 4.17 3.31 3.79
C 2.87 -3.63 -1.91
C 4.29 -1.73 -2.45
C -4.21 4.13 5.46
C 0.64 -1.47 -5.41
C 3.40 -0.86 -1.85
C 0.37 -5.80 -2.54
C -5.56 3.62 1.92
C 1.98 -2.75 -1.27
C -6.00 3.41 -0.43
C 2.57 1.41 2.24
C 0.23 4.34 2.50
C 2.25 4.89 3.68
C -6.92 3.78 6.00
C 0.98 5.23 3.26
C 5.96 1.60 3.89
C 0.76 3.10 2.16
C 1.67 -2.59 -5.15
C 4.42 -0.23 2.47
C 2.79 3.65 3.34
C 1.79 -5.07 -4.41
C 4.03 -3.09 -2.47
C -6.91 3.40 2.20
C -4.68 4.20 6.77
C 5.68 -0.58 2.91
C 6.46 0.33 3.62
C -6.46 3.71 4.69
C 2.73 -5.14 -1.97
C -7.35 3.18 -0.15
C -5.10 3.89 4.42
C -6.03 4.03 7.03
C 3.92 1.04 2.74
C 4.69 1.95 3.46
C 0.99 -3.75 -4.45
C -1.40 -1.70 -6.60
C -7.80 3.17 1.15
C -4.59 3.84 3.03
H 1.12 -0.50 -5.42
H 2.45 -2.18 -4.50
H -4.07 3.81 0.40
H 0.01 -3.92 -4.90
H -1.76 -2.04 -7.57
H 0.18 2.41 1.57
H -0.03 -6.89 -5.06
H 0.39 -2.42 0.11
H 7.45 0.06 3.95
H -8.04 3.00 -0.96
H -3.99 4.38 7.58
H 1.92 -7.07 -6.18
H -0.10 -1.51 -4.61
H 1.58 -0.71 -0.75
H -3.16 4.26 5.25
H -7.97 3.65 6.20
H -5.65 3.42 -1.45
H 0.80 -3.43 -3.43
H 2.84 5.58 4.27
H 6.07 -1.57 2.70
H 2.47 -5.54 -0.99
H -1.78 -0.70 -6.40
H -8.85 3.00 1.37
H 4.76 -3.74 -2.95
H -0.76 4.61 2.17
H 5.20 -1.33 -2.89
H 3.70 -5.53 -2.24
H 6.56 2.31 4.44
H 3.82 -0.93 1.91
H -0.06 -3.42 -1.23
H -6.40 4.09 8.05
H 3.60 0.20 -1.81
H -1.78 -2.39 -5.84
H 0.57 6.19 3.53
H 0.94 -4.09 0.08
H 2.07 -2.87 -6.12

* E: -5174.6265 Ha
* spin multiplicity: 1
* ΔE to the lowest compared entry with this formula, charge and spin: 18.1 kJ/mol
* Kohn-Sham gap: 8.250 eV
* SMILES string: COCCC[C@](C#N)([PH2]=O)[C@](Br)(C#N)Cc1ccccc1C.O=C1c2ccccc2C(=O)c2ccccc21.O=C1c2ccccc2C(=O)c2ccccc21

- Look up the E of the second one.
  -5165.3168 Ha

- ΔE to the lowest compared entry with this formula, charge and spin of number 1 (C44H35FN2O6PSTa)?
  0.0 kJ/mol